(1)
91
Properties=species:S:1:pos:R:3 method="wB97M-V/def2-TZVPD" charge=-1 energy_ev=-308043.614 homo_energy_ev=-3.464 orbital_gap_ev=5.60
Sc 0.851 0.376 0.844
Br 5.970 -0.546 4.507
C 4.618 -0.598 3.175
C 4.963 -0.164 1.851
C 3.956 -0.118 0.946
N 2.679 -0.501 1.193
C 2.372 -1.068 2.453
C 3.382 -1.021 3.487
C 1.107 -1.608 2.617
C 0.633 -2.232 3.833
C -0.527 -2.914 3.799
Br -1.160 -3.773 5.372
C -1.310 -3.027 2.610
C -0.884 -2.312 1.534
N 0.231 -1.551 1.513
H 5.961 0.162 1.606
H 4.140 0.278 -0.047
H 3.150 -1.342 4.492
H 1.214 -2.180 4.742
H -2.217 -3.610 2.581
H -1.463 -2.313 0.616
C 1.658 -2.888 -1.374
C 0.198 -2.796 -1.726
C -0.545 -3.936 -1.999
C -1.884 -3.852 -2.373
C -2.678 -5.096 -2.672
C -2.476 -2.603 -2.480
C -1.769 -1.443 -2.174
C -0.434 -1.556 -1.791
N -2.407 -0.174 -2.334
C -3.325 0.319 -1.257
C -4.181 1.441 -1.836
C -4.256 -0.794 -0.780
C -2.508 0.824 -0.066
H 1.967 -3.926 -1.254
H 1.874 -2.359 -0.443
H 2.273 -2.447 -2.164
H -0.068 -4.908 -1.938
H -2.028 -5.918 -2.971
H -3.398 -4.917 -3.471
H -3.237 -5.419 -1.790
H -3.491 -2.506 -2.844
H 0.153 -0.653 -1.632
H -4.690 1.098 -2.737
H -3.581 2.305 -2.118
H -4.923 1.753 -1.097
H -4.880 -1.158 -1.596
H -4.909 -0.384 -0.007
H -3.716 -1.636 -0.348
H -1.830 1.620 -0.390
H -1.944 0.004 0.386
H -3.144 1.232 0.721
O -3.247 2.130 -4.911
S -2.009 1.383 -4.995
O -0.847 2.197 -5.353
O -2.100 0.094 -5.637
S -1.376 1.008 -2.987
Br -1.165 -0.301 7.748
C 0.135 0.478 6.616
C 1.358 0.865 7.145
N 2.321 1.409 6.406
C 2.085 1.583 5.109
C 0.881 1.237 4.503
C -0.121 0.659 5.272
C 0.692 1.412 3.042
O 1.646 1.824 2.317
O -0.408 1.074 2.499
H 1.565 0.725 8.199
H 2.882 2.007 4.510
H -1.051 0.356 4.812
C 0.871 3.786 0.025
N 0.879 3.534 -1.402
C -0.058 4.356 -2.165
C 1.339 2.343 -1.865
N 1.536 1.335 -1.025
N 1.634 2.243 -3.176
C 2.034 3.370 -4.003
C 1.698 0.951 -3.835
H 0.854 4.865 0.181
H 1.756 3.371 0.498
H -0.017 3.367 0.517
H -1.017 4.383 -1.643
H -0.245 3.942 -3.151
H 0.322 5.376 -2.260
H 2.152 0.651 -1.458
H 2.190 4.253 -3.391
H 1.277 3.571 -4.763
H 2.980 3.122 -4.491
H 2.718 0.549 -3.845
H 1.347 1.079 -4.858
H 1.020 0.248 -3.356

***

(2)
85
Properties=species:S:1:pos:R:3 method="wB97M-V/def2-TZVPD" energy_ev=-62648.542 homo_energy_ev=-7.941 orbital_gap_ev=8.01
C 1.769 0.532 -4.914
C 1.083 1.724 -4.995
C 0.995 2.503 -3.861
C 1.565 2.035 -2.703
C 2.220 0.827 -2.596
C 2.333 0.072 -3.749
N 2.800 0.323 -1.391
C 2.036 0.571 -0.207
C 1.965 -0.388 0.778
C 1.273 -0.190 1.946
C 1.203 -1.222 3.041
C 2.294 -0.926 4.138
C 1.981 0.280 5.054
O 3.046 0.217 3.942
C 0.586 0.991 2.149
C 0.646 1.969 1.183
C 1.372 1.751 0.040
S 1.452 3.016 -1.211
H 1.849 -0.073 -5.815
H 0.609 2.079 -5.905
H 0.481 3.459 -3.815
H 2.854 -0.879 -3.782
H 3.745 0.667 -1.244
H 2.484 -1.339 0.676
H 0.257 -1.141 3.570
H 1.423 -2.235 2.696
H 2.767 -1.782 4.611
H 2.721 0.564 5.804
H 1.555 1.188 4.631
H 0.017 1.157 3.059
H 0.132 2.913 1.346
C -3.393 -1.751 4.970
C -2.125 -1.075 5.150
N -1.112 -0.543 5.239
H -3.313 -2.527 4.211
H -3.741 -2.220 5.890
H -4.165 -1.053 4.647
C -1.771 5.294 -0.044
C -3.096 4.758 0.232
N -4.140 4.336 0.451
H -0.998 4.543 0.116
H -1.687 5.635 -1.075
H -1.543 6.143 0.600
C -2.952 -0.955 0.482
C -2.507 -1.976 1.419
N -2.157 -2.777 2.163
H -2.851 -1.296 -0.547
H -3.997 -0.698 0.648
H -2.364 -0.043 0.589
C 0.135 1.326 8.169
C 0.955 2.504 8.418
N 1.598 3.434 8.614
H -0.784 1.352 8.751
H -0.145 1.248 7.119
H 0.665 0.412 8.434
C -1.167 -1.929 -6.853
C 0.284 -2.030 -6.842
N 1.429 -2.110 -6.833
H -1.583 -2.135 -5.870
H -1.493 -0.931 -7.147
H -1.609 -2.640 -7.549
C -3.264 -4.423 -3.566
C -3.454 -4.157 -4.985
N -3.603 -3.950 -6.103
H -3.084 -5.482 -3.387
H -2.411 -3.871 -3.173
H -4.142 -4.133 -2.991
C 6.281 -2.000 -2.773
C 4.954 -2.533 -2.503
N 3.906 -2.951 -2.291
H 7.050 -2.748 -2.584
H 6.373 -1.683 -3.811
H 6.494 -1.138 -2.142
C 1.668 -0.780 -9.805
C 0.988 0.195 -10.647
N 0.452 0.965 -11.308
H 2.750 -0.672 -9.869
H 1.390 -0.664 -8.762
H 1.422 -1.799 -10.099
C -4.527 2.142 9.368
C -3.767 1.135 8.642
N -3.169 0.342 8.068
H -4.894 2.917 8.697
H -5.388 1.700 9.868
H -3.913 2.624 10.128

***

(3)
81
Properties=species:S:1:pos:R:3 method="wB97M-V/def2-TZVPD" charge=+2 energy_ev=-126557.690 spin_multiplicity=3 homo_energy_ev="-12.240 / -12.239" e_above_lowest_kj_mol=0.0 orbital_gap_ev="5.40 / 2.81"
W 0.316 -0.735 2.996
C -0.438 1.171 3.594
C -1.312 0.623 2.582
C -1.349 1.001 1.131
C -0.234 0.368 0.259
C 0.947 -0.172 1.013
C 1.731 0.728 1.796
C 1.348 2.147 2.047
C 0.475 2.349 3.314
C 1.839 -0.736 4.335
H -0.854 1.146 4.600
H -2.249 0.204 2.936
H -1.348 2.096 0.968
H -2.320 0.681 0.690
H -0.661 -0.490 -0.293
H 0.053 1.141 -0.488
H 1.484 -1.044 0.607
H 2.767 0.429 1.991
H 0.822 2.601 1.186
H 2.278 2.734 2.163
H 1.136 2.549 4.181
H -0.155 3.262 3.244
H 1.631 -0.208 5.261
H 2.822 -0.443 3.942
H 1.868 -1.820 4.538
P 1.472 -0.994 -2.139
P -2.127 0.116 -2.153
N 2.781 0.137 -2.461
N 2.205 -2.246 -3.169
N -2.206 1.706 -3.004
N -3.610 -0.584 -2.750
C 0.388 -0.204 -3.411
C -1.050 -0.734 -3.407
C 3.919 0.138 -1.637
C 4.911 0.893 -2.240
C 4.411 1.326 -3.509
C 3.118 0.813 -3.637
C 2.445 -3.535 -2.684
C 2.836 -4.344 -3.737
C 2.796 -3.547 -4.930
C 2.491 -2.250 -4.538
C -2.200 2.939 -2.315
C -2.140 3.974 -3.247
C -2.023 3.373 -4.551
C -2.122 1.990 -4.370
C -4.485 -0.154 -3.760
C -5.281 -1.230 -4.140
C -4.845 -2.381 -3.393
C -3.813 -1.974 -2.568
H 0.807 -0.364 -4.418
H 0.387 0.885 -3.242
H -1.504 -0.593 -4.404
H -1.082 -1.816 -3.188
H 3.881 -0.415 -0.701
H 5.889 1.108 -1.824
H 4.924 1.922 -4.246
H 2.435 0.877 -4.465
H 2.287 -3.735 -1.629
H 3.133 -5.385 -3.672
H 2.930 -3.906 -5.942
H 2.466 -1.339 -5.119
H -2.257 2.958 -1.219
H -2.181 5.038 -3.025
H -1.848 3.889 -5.485
H -2.194 1.207 -5.099
H -4.449 0.861 -4.130
H -6.076 -1.208 -4.874
H -5.239 -3.390 -3.479
H -3.172 -2.527 -1.893
Se -1.128 -1.909 4.556
C -1.001 -1.121 6.455
C -1.428 0.172 6.772
C -0.926 0.809 7.918
C -0.148 0.076 8.829
C 0.044 -1.306 8.637
C -0.383 -1.899 7.442
H -2.129 0.710 6.138
H -1.127 1.874 8.098
H 0.297 0.582 9.691
H 0.540 -1.905 9.410
H -0.211 -2.955 7.265